A structure of composition C44H36N3O4PtS3 in a non-equilibrium geometry. Source: the OMol25 dataset; level of theory: wB97M-V/def2-TZVPD.

The energy relative to the best compared isomer or geometry (same formula, charge and spin) comes out at 56.38 kcal per mole. The calculation puts the gap between HOMO and LUMO (spin up / spin down) at 5.562 / 5.039 eV. The net charge is +1. Its total energy is -94616.8749 eV.

Last column: Mulliken charge in e.
Element x y z (Å)
N  -0.58  -1.58  1.56  0.833
C  -1.62  -2.42  1.48  -0.918
C  1.22  -2.25  -3.50  -1.476
C  -0.86  1.47  1.49  0.827
C  -2.38  -3.12  -2.16  -0.001
C  -2.35  1.36  1.73  -1.046
H  -2.86  1.72  0.84  0.282
S  1.79  -0.01  1.38  -0.427
C  -0.37  2.18  -3.20  0.055
Pt  -0.27  0.02  0.22  2.301
H  -1.23  -3.92  -6.23  0.497
C  1.64  1.33  -6.20  -0.753
H  2.62  -0.22  4.02  0.205
H  -0.89  4.15  -2.48  0.683
C  2.27  1.98  -7.22  -0.869
H  0.55  -3.97  -4.56  0.382
H  2.83  1.42  -7.96  0.485
C  7.51  -1.30  -4.53  -1.451
H  -4.99  -1.37  -1.35  0.484
H  -2.76  2.09  -4.09  0.698
H  -2.87  -0.39  -0.59  0.227
H  -3.07  -0.21  -7.32  0.501
C  5.69  -1.84  -2.87  -1.012
C  -5.07  -0.23  -3.16  0.727
O  -0.12  2.24  1.98  -0.403
C  -6.33  -0.87  -3.66  -1.722
H  8.13  -0.40  -4.57  0.369
H  -4.77  -4.94  -0.58  0.408
C  3.73  -0.49  -2.70  -0.110
C  -0.57  -0.78  -5.07  0.917
C  -1.52  -0.08  -5.87  -1.062
C  5.44  0.10  -4.25  -0.973
H  -1.95  -2.84  2.42  0.445
C  1.52  4.11  -6.40  -1.003
H  1.71  0.25  -6.13  0.501
C  -3.24  1.31  -3.50  -0.276
C  -3.93  -4.27  -0.68  -0.793
H  8.06  -2.08  -4.01  0.356
O  1.96  1.30  -1.92  -0.623
O  -1.48  2.76  -0.87  -0.761
H  -6.98  -0.15  -4.16  0.444
C  -0.41  3.59  -3.27  -0.750
H  -4.89  1.10  -4.83  0.442
H  -2.59  2.00  2.57  0.436
H  7.35  -1.63  -5.56  0.309
C  0.26  1.40  -4.13  -0.363
H  0.15  5.29  -4.42  0.428
C  -3.30  -0.07  -1.53  -0.446
C  1.12  -0.84  -3.36  2.163
H  1.91  -2.80  -2.88  0.379
C  4.21  0.37  -3.68  -0.530
N  1.77  -0.75  3.91  -0.381
C  -2.22  -2.86  0.30  1.324
H  5.82  0.77  -5.02  0.412
S  2.11  -0.18  -2.01  0.734
C  -1.71  -2.53  -1.03  -0.083
H  3.63  1.24  -3.97  0.559
H  -6.89  -1.34  -2.85  0.391
C  1.15  -0.80  2.74  0.724
S  -1.14  1.56  -1.69  1.207
C  -2.66  0.88  -2.31  0.499
C  0.27  -0.09  -4.13  -0.610
H  -2.89  -2.67  -7.56  0.430
C  -2.25  -2.16  -6.86  -0.930
H  6.28  -2.69  -2.54  0.328
H  2.70  3.89  -8.15  0.423
C  0.86  3.47  -5.32  0.740
C  0.46  -2.89  -4.42  -1.060
C  -0.48  -2.18  -5.22  0.549
H  -2.01  -2.85  -3.14  0.354
C  -4.50  -0.62  -1.96  -0.992
C  -4.44  0.76  -3.91  -0.936
H  -6.09  -1.65  -4.39  0.293
C  -2.34  -0.75  -6.73  -0.735
C  2.20  3.39  -7.33  -0.766
C  4.46  -1.58  -2.28  -0.090
C  -3.34  -3.75  0.42  -0.988
H  -2.64  0.33  1.93  0.227
C  6.19  -1.01  -3.87  1.066
H  -1.59  0.99  -5.79  0.537
N  0.03  -1.57  2.73  -1.386
C  0.91  2.06  -5.22  1.355
C  -1.33  -2.85  -6.13  -0.846
H  1.47  5.19  -6.46  0.467
H  4.09  -2.22  -1.48  0.534
H  1.42  -1.29  4.69  0.247
H  -3.71  -3.99  1.40  0.444
C  -3.43  -3.95  -1.99  -0.496
C  0.18  4.21  -4.33  -1.289
O  -0.73  -1.77  -1.19  -0.778
H  -3.91  -4.39  -2.86  0.505